15
Properties=species:S:1:pos:R:3:nbo_charge:R:1 method="wB97M-V/def2-TZVPD" total_charge=+1 e_lumo_ev=-5.218 homo_energy_ev=-14.45 max_force_ev_per_a=2.77 e_tot_ev=-15588.7041 e_above_lowest_kcal_mol=78.4
C -0.34 0.65 -1.73 0.093
N -1.40 -0.21 -1.93 -0.862
H -0.54 1.58 -1.26 0.216
H 0.53 0.43 -2.34 0.208
H -2.32 0.10 -2.19 0.422
H -1.50 -1.03 -1.34 0.422
C -0.23 0.97 2.04 -0.631
C 0.19 -0.46 1.72 -0.373
S 0.85 -0.53 -0.10 0.088
H -0.95 1.08 2.83 0.261
H 0.72 1.49 2.14 0.236
H -0.49 1.42 1.08 0.208
H -0.39 -1.36 1.70 0.251
H 1.03 -0.78 2.34 0.251
H 2.11 -0.28 -0.54 0.209